No. 1
C4H4O2 | ωB97M-V/def2-TZVPD

## Properties
**Relative energy (zero: lowest compared OMol25 entry of this formula, charge and spin)**: 252.4 kJ/mol
**SMILES**: C#C[C@@H](O)C=O
**E_HOMO**: -10.14 eV

The geometry in ORCA input format:
```
! wB97M-V def2-TZVPD RIJCOSX def2/J DEFGRID3
* xyz 0 1
O 0.19688 -2.35669 -0.30193
C -0.46824 1.07131 -0.05268
C 0.27373 -0.08584 0.41280
O -0.10906 -0.61034 1.64456
H -1.27294 2.92854 -0.91775
C 0.39695 -1.20460 -0.61012
H -0.18712 -1.57812 1.52176
H 1.17572 0.59097 0.34971
H 0.68759 -0.90937 -1.62975
C -0.68288 2.19290 -0.44105
*
```

=====

No. 2
C4H4O2 | ωB97M-V/def2-TZVPD

## Properties
**Relative energy (zero: lowest compared OMol25 entry of this formula, charge and spin)**: 650.2 kJ/mol
**E_HOMO**: -8.96 eV

The geometry in ORCA input format:
```
! wB97M-V def2-TZVPD RIJCOSX def2/J DEFGRID3
* xyz 0 1
O -2.38543 0.02891 0.20384
H -0.64435 2.00682 -0.79937
H 2.78979 -1.97494 0.06643
H -1.23759 -1.66976 0.04318
C 1.90537 -1.38892 0.17496
H -0.14742 2.37236 0.81037
C -1.37686 -0.59005 0.19608
C 0.93675 -0.69137 0.27970
C 0.26504 2.01651 -0.15830
O -0.15208 0.05305 0.39860
*
```

=====

No. 3
C4H4O2 | ωB97M-V/def2-TZVPD

## Properties
**Relative energy (zero: lowest compared OMol25 entry of this formula, charge and spin)**: 398.9 kJ/mol
**E_HOMO**: -9.21 eV

The geometry in ORCA input format:
```
! wB97M-V def2-TZVPD RIJCOSX def2/J DEFGRID3
* xyz 0 1
H -0.52926 -1.57356 0.17736
C 1.06117 0.25891 0.32394
H 2.10234 -1.19303 -1.07289
O -0.92676 1.65662 0.43283
H -0.36459 0.35841 1.92825
C 1.40580 -0.65288 -0.46382
H -1.19139 1.37650 -0.48485
O -0.97504 -0.20183 -1.35499
C -0.36990 -0.63470 -0.36300
C -0.21237 0.60555 0.87718
*
```

=====

No. 4
C4H4O2 | ωB97M-V/def2-TZVPD

## Properties
**Relative energy (zero: lowest compared OMol25 entry of this formula, charge and spin)**: 266.8 kJ/mol
**SMILES**: C=C=C=O.C=O
**E_HOMO**: -9.25 eV

The geometry in ORCA input format:
```
! wB97M-V def2-TZVPD RIJCOSX def2/J DEFGRID3
* xyz 0 1
O 0.54369 -0.85479 -2.27808
H 0.30638 -0.03059 1.68070
H 2.15234 0.02137 1.90812
H -1.33775 1.39712 -0.79459
H -1.81543 -0.40003 -1.02422
C 1.30250 -0.08538 1.23515
O -1.84126 0.34445 0.86164
C 1.46155 -0.27640 -0.06478
C 0.89146 -0.56172 -1.19608
C -1.66349 0.44598 -0.32785
*
```

=====

Table of energy (eV), in record order: -8304.4616, -8300.3379, -8302.9432, -8304.3119